Entry A
Entry from the Open Molecules 2025 dataset: the ion C3H6N3S with charge +1 (ωB97M-V with the def2-TZVPD basis set).

CARTESIAN COORDINATES (ANGSTROEM)
C 0.3100 1.9881 0.1640
C 0.6137 0.9084 -0.5799
C -0.9703 -1.1829 -0.5811
N -0.4011 1.4971 1.3292
N -0.5461 0.2981 1.2875
N 0.1901 -0.2331 0.1396
S 1.6291 -1.2736 0.5956
H 0.5451 3.0090 -0.0147
H 1.1761 0.7247 -1.5636
H -0.5846 -1.4917 -1.5488
H -1.3283 -1.8269 0.0878
H -1.7455 -0.6143 -1.0326
H 1.1120 -1.8029 1.7171

Computed properties:
**Highest occupied orbital energy**: -15.19 eV
**SMILES string**: C[N@@+]1(S)C=CN=N1
**Net charge**: +1
**HOMO-LUMO gap**: 0.3520 hartree

Let us look at the Mulliken charges, expressed in e, one per atom: -0.525, 0.063, -0.717, -0.178, -0.197, 0.308, 0.026, 0.453, 0.403, 0.347, 0.399, 0.378, 0.239

Entry B
Entry from the Open Molecules 2025 dataset: a cluster of 2 separate species, C3H6N3S in total (ωB97M-V with the def2-TZVPD basis set).

CARTESIAN COORDINATES (ANGSTROEM)
C -0.2794 0.6378 -2.4888
C 1.2588 0.5453 1.1383
C -0.1733 -1.4850 0.7673
N -0.0799 1.1779 -1.5034
N 1.1987 1.6944 0.6686
N 0.9897 -0.6162 0.7411
S 1.9079 -0.5076 2.2690
H -0.3050 0.1513 -3.4298
H 0.2097 -2.4492 0.8044
H -0.8389 -1.2836 -0.0168
H -0.7142 -1.1474 1.5772
H 0.6296 1.8539 -0.2110
H 1.9408 2.4825 0.9480

Computed properties:
**Highest occupied orbital energy**: -13.80 eV
**Net charge**: +1
**HOMO-LUMO gap**: 0.3585 hartree

Let us look at the Mulliken charges, expressed in e, one per atom: -0.014, 0.504, -0.776, -0.388, -0.260, -0.122, -0.039, 0.353, 0.324, 0.303, 0.405, 0.403, 0.307

The structure with the most favorable energy is entry B; the runner-up is 0.0463 hartree above it.